1.
{"formula": "C15H10Cl2F3NO", "method": "ωB97M-V/def2-TZVPD", "elements": ["O", "C", "N", "C", "C", "C", "C", "C", "Cl", "C", "C", "C", "C", "C", "C", "Cl", "C", "C", "C", "F", "F", "F", "H", "H", "H", "H", "H", "H", "H", "H", "H", "H"], "xyz": [[2.881, 1.523, 0.052], [1.829, 1.990, -0.386], [0.696, 1.216, -0.798], [0.416, -0.027, -0.051], [0.064, -1.221, -0.949], [1.104, -1.614, -1.785], [0.962, -2.582, -2.804], [-0.256, -3.248, -2.959], [-0.482, -4.324, -4.268], [-1.268, -3.024, -2.000], [-1.056, -2.106, -0.949], [-0.477, 0.237, 1.156], [0.173, 0.856, 2.209], [-0.479, 1.238, 3.392], [-1.809, 0.876, 3.596], [-2.595, 1.320, 5.038], [-2.479, 0.136, 2.589], [-1.825, -0.141, 1.372], [1.799, 3.580, -0.710], [1.595, 3.799, -2.049], [0.815, 4.232, -0.025], [3.006, 4.108, -0.373], [0.830, 0.982, -1.814], [1.383, -0.326, 0.383], [2.076, -1.139, -1.663], [1.784, -2.781, -3.492], [-2.208, -3.578, -2.130], [-1.814, -2.128, -0.168], [1.226, 1.084, 2.078], [0.066, 1.814, 4.135], [-3.517, -0.172, 2.792], [-2.437, -0.579, 0.579]], "atomic_forces_ev_per_a": [[-2.735, 1.272, -0.381], [2.263, -0.916, -0.326], [0.155, 0.498, -1.285], [0.196, -1.077, 0.938], [-0.153, -1.132, -0.023], [0.015, -0.326, -1.248], [-0.166, 0.316, 0.401], [0.113, 1.193, 1.311], [-0.153, -0.305, -0.291], [0.796, -0.007, -0.257], [-0.241, 0.312, -0.717], [-0.671, -0.398, 0.451], [-0.313, 0.526, 0.637], [0.126, -0.203, -0.410], [0.643, -0.726, -1.690], [-0.409, 0.106, 0.556], [0.484, 0.493, 0.302], [-0.286, 0.535, 0.120], [0.028, -0.198, 0.000], [0.178, -0.341, 1.424], [1.153, -0.800, -0.711], [-1.531, -0.439, -0.389], [-0.456, 0.676, 1.092], [-0.225, -0.024, 0.064], [-0.114, 0.077, -0.197], [-0.194, -0.008, 0.278], [0.464, 0.253, 0.471], [0.266, 0.373, -0.357], [-0.040, 0.104, 0.242], [-0.172, -0.196, -0.024], [0.604, 0.160, -0.377], [0.374, 0.202, 0.396]], "nbo_charge": [-0.501, 0.621, -0.680, -0.108, 0.045, -0.218, -0.229, -0.056, 0.032, -0.224, -0.214, -0.054, -0.196, -0.223, -0.049, 0.032, -0.241, -0.145, 0.907, -0.321, -0.310, -0.304, 0.418, 0.221, 0.218, 0.232, 0.233, 0.224, 0.218, 0.231, 0.230, 0.210], "e_homo_ev": -9.333, "charge": 0}

2.
{"formula": "C15H10Cl3N4ORuS2", "method": "ωB97M-V/def2-TZVPD", "elements": ["Ru", "S", "C", "S", "C", "C", "N", "C", "N", "Cl", "C", "C", "C", "Cl", "C", "O", "C", "Cl", "C", "H", "H", "C", "C", "C", "C", "N", "N", "C", "H", "H", "H", "H", "H", "H", "H", "H"], "xyz": [[0.458, -0.236, -0.138], [-0.120, 1.078, -1.809], [-1.552, 1.586, -0.946], [-1.420, 0.807, 0.591], [-2.536, 2.404, -1.400], [-3.669, 2.681, -0.576], [-4.566, 2.869, 0.121], [-2.464, 2.967, -2.712], [-2.396, 3.425, -3.765], [5.850, -0.890, 4.638], [4.627, -0.386, 3.512], [3.797, -1.327, 2.940], [2.840, -0.878, 2.047], [1.765, -2.046, 1.281], [2.653, 0.464, 1.694], [1.732, 0.873, 0.859], [3.531, 1.375, 2.311], [3.380, 3.051, 1.927], [4.500, 0.962, 3.201], [3.890, -2.377, 3.177], [5.155, 1.692, 3.654], [-3.783, -3.574, -0.938], [-2.381, -3.111, -1.132], [-1.352, -3.604, -1.912], [-0.267, -2.740, -1.721], [-0.613, -1.787, -0.851], [-1.898, -2.025, -0.514], [1.090, -2.810, -2.328], [-3.952, -4.486, -1.505], [-4.493, -2.822, -1.283], [-3.989, -3.782, 0.112], [-1.391, -4.467, -2.554], [-2.368, -1.360, 0.085], [1.013, -3.021, -3.394], [1.679, -3.604, -1.866], [1.635, -1.873, -2.217]], "atomic_forces_ev_per_a": [[0.993, -0.842, -0.034], [-0.075, 0.346, -0.162], [-0.009, 0.023, -0.066], [-0.276, 0.187, 0.293], [-0.046, -0.039, -0.046], [0.064, 0.011, 0.004], [-0.011, -0.012, -0.018], [-0.037, 0.066, 0.062], [0.015, -0.055, -0.002], [-0.028, -0.002, -0.018], [0.067, 0.015, 0.050], [-0.041, -0.001, -0.053], [-0.003, -0.005, 0.004], [-0.035, 0.315, 0.060], [-0.131, -0.121, -0.140], [0.097, 0.527, 0.237], [0.069, 0.003, 0.044], [-0.018, -0.037, -0.009], [-0.003, -0.014, 0.006], [0.005, 0.003, 0.004], [0.004, -0.012, 0.005], [0.005, -0.042, -0.013], [0.040, 0.087, 0.011], [-0.015, 0.015, -0.065], [-0.072, -0.096, 0.131], [-0.527, -0.184, -0.252], [-0.097, -0.301, -0.074], [0.049, 0.020, -0.014], [-0.001, 0.000, -0.004], [0.007, 0.009, 0.008], [0.006, 0.014, 0.001], [0.016, 0.006, 0.005], [0.011, 0.115, 0.010], [0.000, -0.028, 0.007], [0.013, 0.001, -0.011], [-0.035, 0.028, 0.038]], "nbo_charge": [0.598, 0.184, -0.221, 0.086, -0.393, 0.284, -0.300, 0.281, -0.297, 0.010, -0.059, -0.233, -0.123, 0.043, 0.351, -0.701, -0.099, 0.043, -0.223, 0.242, 0.246, -0.653, 0.217, -0.335, 0.210, -0.285, -0.327, -0.651, 0.239, 0.242, 0.237, 0.239, 0.441, 0.243, 0.239, 0.226], "e_homo_ev": [-8.397, -8.263], "charge": 0, "multiplicity": 2}

3.
{"formula": "C15H10N2", "method": "ωB97M-V/def2-TZVPD", "elements": ["N", "C", "C", "C", "C", "C", "C", "C", "C", "C", "C", "C", "C", "C", "C", "N", "C", "H", "H", "H", "H", "H", "H", "H", "H", "H", "H"], "xyz": [[0.587, 1.328, 3.119], [0.660, 1.467, 1.940], [0.504, 1.513, 0.521], [-0.106, 2.648, 0.024], [-0.519, 2.665, -1.328], [-0.447, 1.496, -2.112], [-0.110, 0.309, -1.500], [0.393, 0.358, -0.184], [0.665, -0.973, 0.482], [-0.696, -1.839, 0.524], [-1.552, -1.805, 1.677], [-2.708, -2.452, 1.696], [-3.192, -3.007, 0.548], [-2.438, -2.839, -0.621], [-1.141, -2.366, -0.686], [-0.474, -2.196, -1.860], [-0.220, -0.942, -2.254], [-0.330, 3.570, 0.657], [-1.058, 3.557, -1.715], [-0.671, 1.557, -3.190], [1.062, -0.756, 1.467], [1.321, -1.604, 0.021], [-1.255, -1.306, 2.558], [-3.185, -2.639, 2.652], [-4.159, -3.474, 0.779], [-2.872, -3.140, -1.538], [0.180, -0.810, -3.267]], "atomic_forces_ev_per_a": [[0.541, 0.711, -4.293], [-0.147, -0.867, 4.854], [-1.240, 1.208, 0.962], [-0.848, 2.373, -1.388], [-0.491, 0.198, 0.498], [-0.120, 1.464, -0.167], [0.036, 0.209, 0.723], [0.001, -3.340, -1.009], [-3.187, 0.434, 1.558], [0.835, 2.468, 1.620], [3.661, 0.716, -1.657], [-1.275, -1.253, 1.114], [-0.125, 0.103, -0.123], [-1.473, -1.638, -0.265], [-0.787, 1.170, 3.306], [0.473, 3.556, -3.235], [0.986, -3.334, 0.622], [0.657, -1.512, -0.847], [0.790, -0.693, 0.206], [-0.177, -0.206, 0.661], [-0.182, -0.397, 0.323], [2.089, -1.222, -1.709], [0.776, 0.512, 0.766], [-0.357, 0.354, -0.121], [0.258, -0.115, -1.583], [-0.379, -0.447, -0.879], [-0.316, -0.451, 0.060]], "nbo_charge": [-0.305, 0.282, -0.210, -0.126, -0.230, -0.131, -0.140, 0.098, -0.453, 0.008, -0.204, -0.222, -0.209, -0.206, 0.079, -0.386, 0.141, 0.241, 0.229, 0.224, 0.233, 0.230, 0.218, 0.211, 0.226, 0.213, 0.188], "e_homo_ev": -8.945, "charge": 0}

Computed total energy, in the same sequence as the records: -52451.634; -85544.625; -18695.188 eV.
Computed strongest force on any atom, in the same sequence as the records: 3.04; 1.30; 4.93 eV/Å.